Computed, not measured: a molecular structure, C33H35ErGeN6O, with ωB97M-V/def2-TZVPD.

Geometry (Å):
Er (0.7940, 0.2616, 0.0307)
Ge (-3.0944, -2.0651, 0.2052)
O (3.3010, -2.4687, -2.3064)
N (-0.1778, -0.9984, 1.8017)
N (-0.4160, 1.6996, 1.3317)
N (1.2948, 2.5930, -0.5134)
N (1.5641, -1.1755, -1.5332)
N (-0.6114, 0.3944, -1.8818)
N (3.0705, -0.3650, 0.5609)
C (-0.2932, 3.0700, 1.2176)
C (-1.6417, -3.2151, -0.4630)
C (-0.9506, 3.9072, 2.1479)
C (-0.5206, 0.1779, -4.2572)
C (0.5463, 4.8905, -0.2586)
C (1.3368, 5.2793, -1.2988)
C (-2.4324, -1.0052, 3.0358)
C (2.7763, -1.7347, -1.4733)
C (-0.9627, -2.9706, 2.9971)
C (-1.3763, -0.3041, 2.1967)
C (5.0131, -0.5722, 1.9422)
C (-3.9001, -1.1516, -1.3553)
C (-0.1295, -0.2109, -2.9861)
C (0.8558, -1.3381, -2.7894)
C (1.1925, -3.0226, 1.7380)
C (-1.4667, 1.4196, -2.0407)
C (3.5544, -1.3472, -0.2293)
C (2.1312, 4.3162, -1.9583)
C (4.7561, -1.9792, 0.0366)
C (0.5226, 3.5373, 0.1526)
C (-1.3995, 1.2368, -4.4094)
C (-0.0543, -2.2980, 2.1632)
C (-4.5035, -3.1578, 1.0547)
C (-1.1940, 1.1786, 2.3043)
C (-1.6923, 3.3571, 3.1533)
C (-2.7147, -0.6964, 1.5757)
C (2.0741, 3.0094, -1.5363)
C (-2.0915, -2.3605, 3.4853)
C (-1.8349, 1.9550, 3.2384)
C (3.8015, 0.0001, 1.6185)
C (5.5009, -1.5937, 1.1359)
C (2.9448, 1.9700, -2.1912)
C (-1.8730, 1.8787, -3.2721)
H (3.3818, 0.7882, 2.2336)
H (-3.0009, -0.4231, 3.7506)
H (-2.5528, 2.7157, -3.3417)
H (-4.3813, -0.2158, -1.0662)
H (-0.8380, 4.9798, 2.0783)
H (5.5632, -0.2325, 2.8078)
H (2.0128, -2.8154, 2.4366)
H (3.8234, 1.7707, -1.5726)
H (1.5648, -1.3741, -3.6212)
H (3.2842, 2.3073, -3.1687)
H (-1.9993, -3.7142, -1.3675)
H (2.4078, 1.0293, -2.3154)
H (2.7736, 4.5979, -2.7804)
H (-5.3451, -2.5169, 1.3245)
H (6.4445, -2.0714, 1.3631)
H (-4.8723, -3.9516, 0.4027)
H (-0.0852, 5.6123, 0.2397)
H (5.0767, -2.7624, -0.6359)
H (-4.6572, -1.7957, -1.8058)
H (1.0270, -4.0997, 1.7273)
H (0.3095, -2.2904, -2.8163)
H (-3.3842, 0.1548, 1.4557)
H (-0.7527, -2.6351, -0.7116)
H (1.3539, 6.3104, -1.6274)
H (-0.7200, -3.9854, 3.2895)
H (-4.1154, -3.6062, 1.9689)
H (-1.3735, -3.9730, 0.2690)
H (-0.1272, -0.3406, -5.1214)
H (-2.4299, 1.5143, 4.0225)
H (-1.8430, 1.8637, -1.1257)
H (1.5088, -2.7166, 0.7411)
H (-2.7302, -2.8411, 4.2147)
H (-2.1696, 3.9880, 3.8924)
H (-3.1498, -0.9336, -2.1145)
H (-1.7040, 1.5607, -5.3956)

Output
- Gap between HOMO and LUMO (alpha / beta): 0.125 / 0.170 Ha
- Spin multiplicity: 4
- LUMO energy (alpha / beta): -0.03153 / -0.02497 Eh